ORCA calculation (wB97M-V/def2-TZVPD) on a molecular structure, C31H55BrNOsP3 in a non-equilibrium geometry.

Cartesian coordinates (Å):
N -6.0573 4.3815 -4.9689
C -5.9327 4.8977 -3.7455
C -5.2474 4.2482 -2.7065
C -4.5754 3.0381 -2.9894
C -4.6683 2.5293 -4.3067
C -5.4145 3.2432 -5.2579
C -3.7425 2.3486 -2.0127
Os -1.6394 0.2848 0.0772
P 5.6933 -1.0835 -0.1681
C -2.9010 1.3170 -2.3052
C -1.5167 1.3630 -1.7348
C -0.3510 0.8896 -2.4009
C 0.9687 1.0304 -1.8751
C 1.1118 1.6299 -0.6333
C -0.0054 2.1482 0.0366
C -1.3339 2.1462 -0.5051
Br 2.7687 1.6948 0.2624
H -3.7823 2.7975 -1.0132
H -3.0998 0.6197 -3.1339
H -5.1722 4.7244 -1.7269
H -4.1450 1.6218 -4.5922
H -6.4610 5.8387 -3.5437
H -5.5034 2.8660 -6.2884
H -0.5291 0.4798 -3.3985
H -2.1012 2.7877 -0.1525
H 1.8534 0.5891 -2.3533
H 0.1084 2.7959 0.8830
P -1.1719 -1.8351 -0.4393
C 5.8350 0.7569 0.0989
C 7.0372 1.5100 -0.4476
H 5.8085 0.8992 1.2037
H 4.9418 1.2126 -0.3968
H 6.8535 2.5738 -0.2565
H 7.9480 1.1766 0.0530
H 7.1303 1.4034 -1.5299
C 4.6554 -1.3627 -1.6668
C 5.3437 -2.3808 -2.5848
H 4.5244 -0.3864 -2.1542
H 3.6754 -1.7309 -1.3242
H 4.8548 -2.3839 -3.5621
H 6.4064 -2.1524 -2.7291
H 5.2979 -3.3952 -2.1749
C 4.5242 -1.6540 1.1326
C 5.2621 -2.0468 2.4185
H 3.9977 -2.5423 0.7235
H 3.7980 -0.8263 1.3003
H 4.6217 -2.7165 3.0056
H 6.2041 -2.5698 2.2054
H 5.5002 -1.1683 3.0292
C -0.7649 -2.9028 0.9915
C -1.2878 -4.3408 0.9245
H -1.2081 -2.3905 1.8681
H 0.3381 -2.8829 1.1289
H -2.3709 -4.3662 1.1277
H -1.0643 -4.8621 -0.0243
H -0.8002 -4.9158 1.7281
C 0.3115 -2.0515 -1.4886
C -0.0328 -2.2643 -2.9618
H 0.8746 -2.9096 -1.0818
H 0.9642 -1.1759 -1.3154
H -0.6435 -3.1728 -3.1035
H -0.5769 -1.3922 -3.3679
H 0.9018 -2.4007 -3.5263
C -2.7132 -2.4306 -1.2184
C -3.8479 -1.4725 -0.8813
H -2.9231 -3.4311 -0.8105
H -2.5780 -2.5595 -2.3088
H -4.3555 -1.1326 -1.7866
H -4.5453 -1.9701 -0.1989
H -3.5445 -0.5483 -0.3458
C 0.4796 -1.3022 3.7193
C -0.9586 -0.8159 3.5785
P -1.1817 0.5083 2.3423
C -2.7041 1.4052 2.8952
C -3.1943 1.0558 4.2953
C 0.2356 1.5562 2.9011
C 0.2145 1.8640 4.3807
H 1.0039 -1.3397 2.7468
H 0.4783 -2.3360 4.1087
H 1.0761 -0.6983 4.4223
H -1.5992 -1.6359 3.2393
H -1.3715 -0.4907 4.5372
H -2.4521 2.4781 2.8887
H -3.5024 1.2183 2.1546
H -2.4779 1.3930 5.0478
H -4.1440 1.5486 4.5331
H -3.3706 -0.0148 4.4243
H 1.1628 1.0731 2.5254
H 0.1448 2.5311 2.3889
H 0.1933 0.9928 5.0405
H 1.1101 2.4630 4.5710
H -0.6492 2.5101 4.5591

Values from the calculation:
ΔE to the lowest compared entry with this formula, charge and spin (eV): 3.5425
Multiplicity: 5
Charge: +4
Highest occupied orbital energy (alpha / beta) (Ha): -0.685 / -0.688

***

ORCA calculation (wB97M-V/def2-TZVPD) on 6 unconnected molecules or ions with the total composition C31H56N7O11S3 in a non-equilibrium geometry.

Cartesian coordinates (Å):
C 1.6960 2.1849 -0.2362
C 2.7015 1.0805 0.0715
C 2.0507 -0.2827 -0.0678
O 0.9978 -0.3062 0.9246
C 0.6759 -1.5827 1.2313
O 0.4062 -2.3941 0.4066
C 0.6862 -1.8675 2.7151
S 0.9952 -3.5713 3.1880
C 2.5617 -3.8749 2.3604
C 3.7699 -3.7594 3.2929
C 4.2981 -2.3533 3.4888
C 4.4350 -1.4690 2.4258
C 4.9013 -0.1750 2.6265
C 5.2287 0.1773 3.9344
C 5.0805 -0.7839 4.9282
N 4.6158 -2.0190 4.7381
S 5.0742 -4.7776 2.5310
C 3.8903 -5.6815 1.7026
N 2.7033 -5.1830 1.6992
C 1.6238 -5.9993 1.0462
O 0.6244 -5.2276 0.5029
O 0.7093 -5.2506 -0.9261
O 3.9192 1.2190 -0.6893
C 4.1205 0.3331 -1.6987
O 3.6751 0.4928 -2.7805
C 4.9904 -0.8578 -1.3785
S 6.5168 -0.7760 -2.3416
H 0.9904 1.8482 -0.9905
H 1.1138 2.3621 0.6613
H 2.1966 3.0949 -0.5361
H 2.9784 1.1736 1.1187
H 1.6371 -0.4683 -1.0528
H 2.7710 -1.0532 0.2055
H -0.3092 -1.6429 3.0975
H 1.3540 -1.1698 3.2088
H 2.6097 -3.0940 1.6060
H 3.4507 -4.0826 4.2820
H 4.1842 -1.7943 1.4280
H 5.0208 0.5151 1.8061
H 5.6004 1.1575 4.1759
H 5.3579 -0.5231 5.9389
H 4.1415 -6.6183 1.2217
H 2.0947 -6.6315 0.3013
H 1.1829 -6.6340 1.8105
H 1.3314 -4.5356 -1.1260
H 4.4021 -1.7530 -1.5574
H 5.2433 -0.8065 -0.3261
H 7.1297 -1.8182 -1.7719
C -1.9655 0.3157 0.9503
C -3.1177 0.4198 1.9166
O -2.9854 0.9471 3.0151
N -4.3110 -0.0865 1.5316
C -4.6567 -0.7339 0.2743
H -1.0989 0.7746 1.4069
H -1.7505 -0.7310 0.7303
H -2.1925 0.8441 0.0240
H -5.0364 0.0184 2.2230
H -5.4575 -0.1720 -0.2042
H -5.0117 -1.7468 0.4725
H -3.7989 -0.7810 -0.3880
C -4.2288 5.8590 1.0782
C -4.1264 4.3703 1.3025
O -3.4288 3.6488 0.5998
N -4.8333 3.8314 2.3264
C -5.7105 4.5060 3.2627
H -3.6149 6.1355 0.2360
H -5.2582 6.1457 0.8625
H -3.8798 6.4050 1.9549
H -4.7023 2.8353 2.4267
H -5.3444 4.3676 4.2815
H -6.7172 4.0888 3.1989
H -5.7585 5.5680 3.0493
C -8.9866 0.2778 -3.0322
C -7.7555 0.8167 -2.3437
O -7.3665 0.3731 -1.2733
N -7.0843 1.8246 -2.9558
C -7.3925 2.4752 -4.2162
H -9.4036 -0.5146 -2.4196
H -9.7355 1.0610 -3.1517
H -8.7336 -0.1302 -4.0113
H -6.2758 2.1404 -2.4426
H -6.5584 2.3584 -4.9098
H -7.5594 3.5409 -4.0541
H -8.2817 2.0468 -4.6645
C 6.4179 -8.8373 -1.3167
C 5.3594 -7.7675 -1.3012
O 4.6159 -7.6128 -0.3263
N 5.2393 -6.9825 -2.3861
C 6.0173 -7.0205 -3.6167
H 6.3804 -9.3782 -0.3769
H 6.2415 -9.5385 -2.1319
H 7.4080 -8.3956 -1.4295
H 4.5073 -6.2937 -2.3134
H 6.5125 -6.0618 -3.7689
H 5.3572 -7.2086 -4.4627
H 6.7670 -7.8014 -3.5752
C -1.5470 7.4320 -1.6378
C -2.6382 8.4543 -1.4080
O -3.4553 8.3418 -0.5077
N -2.6804 9.5196 -2.2496
C -1.8035 9.8214 -3.3659
H -1.6409 6.6465 -0.8944
H -1.6388 6.9873 -2.6291
H -0.5633 7.8921 -1.5393
H -3.4281 10.1632 -2.0443
H -1.3106 10.7813 -3.2044
H -2.3817 9.8825 -4.2892
H -1.0455 9.0548 -3.4792

Values from the calculation:
Charge: +1
Highest occupied orbital energy (Ha): -0.374

***

ORCA calculation (wB97M-V/def2-TZVPD) on a molecular structure, C31H57ClO3P2PdSSi2 in a non-equilibrium geometry.

Cartesian coordinates (Å):
Pd 0.4140 0.7623 -0.5630
C 1.7208 1.5062 0.8584
C 2.4098 0.6816 -0.0800
C 2.2508 1.3143 -1.3657
Si 3.1875 -0.9523 0.4617
C 1.4275 2.4658 -1.2042
C 1.0519 2.5711 0.1820
Si -0.1506 3.7156 1.0978
H 1.6541 1.3086 1.9250
H 2.6685 0.9385 -2.2959
H 1.0899 3.1392 -1.9884
Cl -1.9017 -0.5399 -4.7991
C 0.1099 3.6076 2.9384
C 0.0904 5.4603 0.4967
C 3.1959 -1.0743 2.3224
C 4.9073 -1.0662 -0.2391
H 1.1543 5.6310 0.2854
H -0.2103 6.1403 1.3055
H -0.4910 5.7083 -0.3984
H -0.1878 2.6167 3.3084
H -0.4949 4.3741 3.4417
H 1.1651 3.7821 3.1866
H 5.3836 -0.0773 -0.2012
H 4.9381 -1.4312 -1.2725
H 5.4915 -1.7507 0.3909
H 3.5893 -0.1468 2.7600
H 3.8513 -1.9040 2.6233
H 2.1931 -1.2611 2.7324
C -1.9152 3.0956 0.7472
C 2.0964 -2.3734 -0.1638
P -2.1197 2.3094 -0.8875
H -2.6283 3.9242 0.8853
H -2.1378 2.3177 1.4968
P 1.1960 -2.0181 -1.7123
H 1.3235 -2.5605 0.5999
H 2.7115 -3.2824 -0.2633
C 0.2431 -3.5835 -2.1147
C 2.5452 -1.9844 -3.0297
C -2.0139 3.7796 -2.0708
C -3.9121 1.7776 -0.9990
C -4.0317 0.2493 -0.9603
H -4.2498 2.1315 -1.9887
C -4.7944 2.3835 0.0899
H -4.4804 2.0223 1.0778
H -5.8273 2.0525 -0.0803
H -4.7923 3.4793 0.0885
H -3.4748 -0.2346 -1.7701
H -5.0917 -0.0208 -1.0726
H -3.6776 -0.1443 0.0051
H -1.0433 4.2447 -1.8325
C -3.1270 4.8046 -1.8457
C -1.9850 3.3127 -3.5317
H -3.1159 5.2419 -0.8389
H -4.1188 4.3696 -2.0303
H -2.9897 5.6282 -2.5607
H -1.0776 2.7444 -3.7670
H -2.0069 4.1938 -4.1880
H -2.8537 2.6850 -3.7777
H 3.2363 -1.1973 -2.6844
C 1.9579 -1.5624 -4.3832
C 3.3090 -3.3034 -3.1470
H 3.8148 -3.5957 -2.2176
H 4.0847 -3.1856 -3.9168
H 2.6517 -4.1231 -3.4664
H 1.5632 -0.5399 -4.3640
H 1.1469 -2.2322 -4.7028
H 2.7504 -1.6017 -5.1429
C -1.2526 -3.3804 -1.8268
C 0.7624 -4.8186 -1.3818
H 0.3750 -3.7229 -3.2021
H 0.6641 -4.6991 -0.2955
H 1.8063 -5.0515 -1.6203
H 0.1534 -5.6807 -1.6846
H -1.4025 -2.9394 -0.8293
H -1.7605 -4.3539 -1.8554
H -1.7275 -2.7365 -2.5761
C -1.0117 -0.0061 -3.1855
H -1.7630 0.5497 -2.6067
H -0.7042 -0.9377 -2.6834
H -0.1669 0.6163 -3.4955
C 1.2894 -3.2570 6.8791
C 0.5408 -2.6874 5.7099
C 0.1131 -1.3545 5.7383
C -0.5663 -0.8008 4.6572
C -0.8142 -1.5928 3.5318
C -0.4413 -2.9398 3.5035
C 0.2429 -3.4766 4.5920
S -1.3966 -0.8008 2.0323
O -2.8469 -0.7394 2.0167
O -0.7401 0.5164 2.1590
O -0.8028 -1.6482 0.9786
H 2.0318 -2.5418 7.2494
H 0.6155 -3.4870 7.7140
H 1.8003 -4.1816 6.5978
H 0.3270 -0.7419 6.6164
H -0.8876 0.2364 4.6715
H -0.6725 -3.5459 2.6322
H 0.5613 -4.5208 4.5746

Values from the calculation:
ΔE to the lowest compared entry with this formula, charge and spin (eV): 0.4551
Multiplicity: 5
Charge: 0
Highest occupied orbital energy (alpha / beta) (Ha): -0.163 / -0.306

***

ORCA calculation (wB97M-V/def2-TZVPD) on a molecular structure, C31H57MgN2O2P2S in a non-equilibrium geometry.

Cartesian coordinates (Å):
C 2.2947 -1.2359 -1.7195
C 1.1749 0.5667 -2.6936
C 3.1597 -1.3294 -2.8070
C 1.9892 0.4964 -3.8266
C 2.9931 -0.4763 -3.8793
H 3.9082 -2.1405 -2.8110
H 1.8335 1.1945 -4.6433
H 3.6133 -0.5740 -4.7737
N 1.3476 -0.2799 -1.6571
P 0.6681 -2.4819 0.1642
P -0.0508 2.3877 -0.8612
C 2.3323 -2.2746 -0.5902
H 2.6868 -3.2379 -0.9938
H 3.0645 -1.9684 0.1744
C 0.0238 1.5246 -2.5871
H 0.0874 2.2920 -3.3697
C -1.6771 3.3794 -0.8615
C 1.4624 3.5179 -0.7329
C -0.3522 -3.5448 -1.0581
C 0.8945 -3.2863 1.8433
C -2.7825 2.5210 -0.1930
H -2.6624 2.4799 0.8996
H -3.7640 2.9689 -0.4284
H -2.7983 1.4847 -0.5610
C -1.5326 4.6736 -0.0451
H -1.2530 4.4725 0.9975
H -0.8190 5.3772 -0.4903
H -2.5128 5.1731 -0.0295
C -2.1398 3.7077 -2.2883
H -2.8932 4.5099 -2.2289
H -1.3338 4.0675 -2.9388
H -2.6310 2.8432 -2.7579
C 1.4557 4.0802 0.7293
H 0.8963 3.4185 1.4141
H 2.4853 4.1430 1.1158
H 1.0199 5.0896 0.7955
C 2.7351 2.6653 -0.9342
H 2.6535 1.7134 -0.3979
H 2.9151 2.4515 -1.9936
H 3.6096 3.1992 -0.5304
C 1.4070 4.6174 -1.8150
H 0.6377 4.4250 -2.5757
H 1.2306 5.6117 -1.3832
H 2.3739 4.6729 -2.3387
C -0.5109 -3.4773 2.4490
H -0.4065 -3.9615 3.4309
H -1.0172 -2.5098 2.5968
H -1.1515 -4.1205 1.8293
C 1.6920 -2.3290 2.7566
H 2.6583 -2.0426 2.3219
H 1.1207 -1.4204 2.9943
H 1.8975 -2.8590 3.7004
C 1.6513 -4.6184 1.7170
H 2.4218 -4.5941 0.9334
H 2.1582 -4.8216 2.6707
H 0.9781 -5.4628 1.5305
C 0.0077 -3.1903 -2.5069
H 1.0421 -3.4607 -2.7525
H -0.6494 -3.7586 -3.1835
H -0.1455 -2.1239 -2.7112
C -1.8568 -3.2240 -0.8011
H -2.2568 -2.5663 -1.5871
H -2.4386 -4.1603 -0.7932
H -2.0410 -2.7190 0.1620
C -0.0797 -5.0470 -0.8584
H 0.9927 -5.2794 -0.9143
H -0.4919 -5.4378 0.0817
H -0.5708 -5.5984 -1.6752
Mg -0.3229 -0.1356 -0.0541
C 1.7440 0.6218 1.2973
O 2.5894 0.8879 2.0329
N -1.6296 -0.0599 -1.6707
C -1.3480 0.5611 -2.6973
C -2.1356 0.4218 -4.0833
C -1.6717 1.4402 -5.1050
C -1.8223 -0.9642 -4.6390
C -3.6398 0.5539 -3.7654
H -1.7984 2.4678 -4.7506
H -0.6146 1.2775 -5.3454
H -2.2469 1.3290 -6.0352
H -2.1126 -1.7428 -3.9251
H -2.3706 -1.1352 -5.5742
H -0.7500 -1.0646 -4.8538
H -4.1459 1.2490 -4.4463
H -4.1255 -0.4248 -3.8445
H -3.8013 0.9059 -2.7397
C -2.4360 -0.4907 4.0122
S -1.9419 0.7469 2.8206
C -0.5275 1.4697 3.6643
O -1.3087 -0.1423 1.7179
H -3.0303 -0.0129 4.8045
H -1.5431 -0.9665 4.4412
H -3.0428 -1.2335 3.4756
H 0.2300 0.7011 3.8698
H -0.1130 2.2788 3.0405
H -0.9109 1.8958 4.6033

Values from the calculation:
ΔE to the lowest compared entry with this formula, charge and spin (eV): 0.1886
Charge: +1
Highest occupied orbital energy (Ha): -0.341

***

ORCA calculation (wB97M-V/def2-TZVPD) on a molecular structure, C31H58As2NO4PPtS4SeSi3.

Cartesian coordinates (Å):
Pt -0.3751 -0.6231 1.3120
C -2.5191 1.7252 3.7728
C -3.1452 0.3789 3.3840
C -2.6864 -0.7337 4.3241
P -2.6598 -0.0394 1.6529
C -3.4338 1.2251 0.5703
C -3.1537 0.8159 -0.8805
C -4.9199 1.4991 0.8038
C -3.5577 -1.5648 1.3374
C -4.9271 -1.7147 1.5731
C -5.6134 -2.8891 1.3027
C -7.1038 -3.0126 1.5265
C -4.8591 -3.9488 0.7850
C -3.4983 -3.8510 0.5804
C -2.7814 -2.6474 0.8643
N -1.4423 -2.5413 0.6993
C -0.7770 -3.6727 0.1846
C -0.7383 -3.8178 -1.2028
C -1.3504 -2.7460 -2.0712
C -0.1947 -4.9696 -1.7627
C 0.3679 -5.9649 -0.9787
C 0.9580 -7.2148 -1.5914
C 0.3581 -5.7878 0.4015
C -0.2259 -4.6729 0.9998
C -0.3090 -4.5738 2.4974
H -2.7918 1.9922 4.8010
H -2.8346 2.5312 3.1045
H -1.4258 1.6673 3.7092
H -4.2347 0.4381 3.4205
H -1.6055 -0.8462 4.2792
H -3.1375 -1.6923 4.0583
H -2.9635 -0.4920 5.3569
H -2.8716 2.1316 0.7717
H -3.5830 -0.1667 -1.1006
H -2.0758 0.7789 -1.0657
H -3.5878 1.5488 -1.5670
H -5.5396 0.6721 0.4433
H -5.2009 2.3962 0.2454
H -5.1495 1.6759 1.8603
H -5.4820 -0.8834 2.0037
H -7.4735 -2.1909 2.1463
H -7.3590 -3.9537 2.0253
H -7.6572 -2.9879 0.5798
H -5.3607 -4.8860 0.5473
H -2.9466 -4.7037 0.2005
H -2.4459 -2.7890 -2.0264
H -1.0297 -2.8587 -3.1079
H -1.0503 -1.7578 -1.7184
H -0.2219 -5.0892 -2.8413
H 0.8213 -7.2238 -2.6753
H 0.4908 -8.1117 -1.1773
H 2.0329 -7.2796 -1.3883
H 0.7926 -6.5564 1.0402
H 0.1446 -5.4502 2.9699
H -1.3528 -4.4891 2.8258
H 0.1997 -3.6871 2.8506
S 1.4599 1.3602 3.4305
As 2.2259 1.6335 1.4312
S 0.9008 -1.1586 3.1266
S 1.5457 0.1254 -0.0258
S 4.3051 1.8348 1.4912
C 2.9900 -4.5191 -4.4303
Si 3.1208 -2.6521 -4.7016
C 4.8321 -2.3681 -5.4534
C 1.8917 -2.2806 -6.0760
As 2.4016 -1.6055 -2.7274
Si 4.2067 -2.2063 -1.3306
C 3.5241 -3.0049 0.2151
C 5.3081 -3.5263 -2.1124
C 5.3726 -0.8147 -0.9341
Si 2.7058 0.6302 -3.4266
C 3.3062 1.9236 -2.2284
C 1.0173 1.1117 -4.0619
C 3.8761 0.7749 -4.9058
H 3.9374 -5.0324 -4.6412
H 2.2099 -4.9633 -5.0633
H 2.7271 -4.7204 -3.3905
H 4.7540 -2.1647 -6.5302
H 5.4670 -3.2514 -5.3102
H 5.3415 -1.5144 -4.9886
H 2.0720 -2.9142 -6.9537
H 1.9470 -1.2272 -6.3895
H 0.8673 -2.4595 -5.7190
H 3.5537 -4.1019 0.1496
H 2.4835 -2.7118 0.3745
H 4.0846 -2.6822 1.1030
H 4.7351 -4.4135 -2.4209
H 6.0585 -3.8461 -1.3746
H 5.8404 -3.1429 -2.9960
H 6.3119 -1.2120 -0.5223
H 5.6109 -0.2193 -1.8264
H 4.9417 -0.1368 -0.1869
H 2.4588 2.5563 -1.9358
H 4.0720 2.5495 -2.7045
H 3.7357 1.5161 -1.3118
H 0.3904 1.4127 -3.2097
H 0.5278 0.2739 -4.5771
H 1.0811 1.9626 -4.7542
H 4.9107 0.5362 -4.6171
H 3.8567 1.8069 -5.2821
H 3.5945 0.1017 -5.7306
O 0.0178 3.1972 -1.3228
Se -0.0041 3.4602 0.2813
O -0.4365 4.9686 0.6923
O -0.8116 2.3258 1.1347
O 1.6655 3.2701 0.8456

Values from the calculation:
ΔE to the lowest compared entry with this formula, charge and spin (eV): 0.0000
Multiplicity: 5
Charge: -2
Highest occupied orbital energy (alpha / beta) (Ha): -0.079 / -0.095